Below is one molecule with the formula Cl2F2, with properties calculated with wB97M-V/def2-TZVPD.

Last column: Löwdin charge in e.
Geometry (Å):
F 0.30290 1.52140 -0.18834  -0.481
F -0.06615 -0.33390 -0.89216  -0.691
Cl -0.15264 0.28378 0.78918  0.684
Cl -0.08411 -1.47129 0.29132  0.488

Atoms 1-2, force components in eV/Å:
0.4 3.8 0.7
0.2 -0.3 -12.1

Summary:
E: -30468.66894 eV
2S+1: 1
Highest occupied orbital energy: -9.13 eV
LUMO energy: -0.8698 eV
Frontier orbital gap: 8.26 eV
Energy relative to the best compared isomer or geometry (same formula, charge and spin): 153.7 kcal/mol

Below is Cl2FO8Sr4 as an isolated structure, with properties calculated with wB97M-V/def2-TZVPD.

Last column: Löwdin charge in e.
Geometry (Å):
Sr 0.80953 -1.30233 -0.87169  1.777
Sr 1.61014 3.32890 1.12206  1.854
Sr -2.25727 1.76361 -0.48629  1.848
Sr -0.02562 0.05210 3.00468  1.772
F 0.25160 1.01153 0.58680  -0.777
Cl -1.85419 -2.66377 1.60957  0.713
O -3.21304 -2.93341 1.33254  -0.171
O -0.91138 -3.62070 1.14367  -0.232
O -1.37616 -1.33337 1.05950  -0.682
O -1.98489 -2.29281 3.01241  -0.335
Cl 1.84100 1.55798 -2.36269  0.719
O 1.34368 0.24180 -2.73118  -0.454
O 2.23444 1.60367 -0.93901  -0.540
O 2.84121 2.09028 -3.16979  -0.105
O 0.69097 2.49650 -2.31059  -0.386

Atoms 1-2, force components in eV/Å:
0.3 -1.1 -0.6
1.7 0.5 -2.0

Summary:
E: -47410.70514 eV
2S+1: 1
Highest occupied orbital energy: -24.96 eV
LUMO energy: -19.7376 eV
Frontier orbital gap: 5.22 eV
Total charge: +5
Energy relative to the best compared isomer or geometry (same formula, charge and spin): 30.0 kcal/mol

Below is one molecule with the formula Cl2H2O2P2, with properties calculated with wB97M-V/def2-TZVPD.

Last column: Löwdin charge in e.
Geometry (Å):
O -2.38384 0.09985 -1.70424  -0.443
P -2.86324 0.00142 -0.24845  -0.388
Cl -4.21235 1.33954 0.11740  0.432
Cl -3.68145 -1.65885 0.35262  0.425
O -1.66046 0.38242 0.66904  -0.728
P 0.01828 0.55371 0.12274  0.834
H 0.34375 0.87820 1.54156  -0.076
H -0.04860 1.96093 -0.48896  -0.057

Atoms 1-2, force components in eV/Å:
-1.5 -0.9 3.3
3.2 1.3 -5.3

Summary:
E: -47751.95223 eV
2S+1: 1
Highest occupied orbital energy: -10.28 eV
LUMO energy: 0.1380 eV
Frontier orbital gap: 10.42 eV
Energy relative to the best compared isomer or geometry (same formula, charge and spin): 11.6 kcal/mol

Below is a 2-piece molecular cluster, Cl2H3N2OP overall, with properties calculated with wB97M-V/def2-TZVPD.

Last column: Löwdin charge in e.
Geometry (Å):
H -0.63995 0.68417 1.28755  -0.052
N -1.65628 0.76379 1.10060  0.013
N -1.79159 0.01015 0.16172  -0.048
H -2.61737 0.00843 -0.42027  0.055
O 0.77316 -1.07563 -0.89811  -0.478
P 1.37729 -0.29575 0.35131  0.041
Cl 3.24784 -0.84723 0.03922  0.254
Cl 1.46861 1.69209 -0.32492  0.113
H -0.16171 -0.94003 -1.29710  0.100

Atoms 1-2, force components in eV/Å:
-0.3 0.0 1.1
-0.3 1.1 0.1

Summary:
E: -39409.84291 eV
2S+1: 1
Highest occupied orbital energy: -9.46 eV
LUMO energy: 0.3828 eV
Frontier orbital gap: 9.85 eV
Energy relative to the best compared isomer or geometry (same formula, charge and spin): 40.4 kcal/mol

Below is a 2-piece molecular cluster, Cl2H5NSi2 overall, with properties calculated with wB97M-V/def2-TZVPD.

Last column: Löwdin charge in e.
Geometry (Å):
N -0.53441 0.12728 -0.58712  -0.340
Si -1.03673 -1.44817 -0.09542  0.392
Si 1.37868 1.38859 0.30775  -0.163
Cl 2.28415 2.47795 -1.13136  0.289
Cl 2.48807 -0.06195 1.06674  0.332
H -1.32263 0.70512 -0.61751  -0.106
H -2.50194 -1.14207 -0.23796  -0.066
H -0.36544 -2.35334 -0.98681  -0.100
H -0.90017 -1.84196 1.21239  -0.142
H 0.51040 2.14858 1.06929  -0.096

Atoms 1-2, force components in eV/Å:
4.5 0.7 1.3
-0.9 2.4 -2.1

Summary:
E: -42371.83846 eV
2S+1: 1
Highest occupied orbital energy: -8.72 eV
LUMO energy: 0.2623 eV
Frontier orbital gap: 8.98 eV
Energy relative to the best compared isomer or geometry (same formula, charge and spin): 66.6 kcal/mol

Below is a 2-piece molecular cluster, Cl2HNS overall, with properties calculated with wB97M-V/def2-TZVPD.

Last column: Löwdin charge in e.
Geometry (Å):
N -0.09976 -0.71100 2.14975  -0.462
S -0.13738 0.72548 2.30728  0.509
Cl -0.46937 -0.89315 -3.24165  0.231
Cl 0.97484 1.72448 0.72767  -0.043
H -0.26833 -0.84582 -1.94305  -0.235

Atoms 1-2, force components in eV/Å:
-0.2 0.4 0.3
0.4 -0.5 -0.6

Summary:
E: -37384.96044 eV
2S+1: 1
Highest occupied orbital energy: -10.80 eV
LUMO energy: -1.7767 eV
Frontier orbital gap: 9.03 eV
Energy relative to the best compared isomer or geometry (same formula, charge and spin): 4.6 kcal/mol

Below is one molecule with the formula Cl2HNS, with properties calculated with wB97M-V/def2-TZVPD.

Last column: Löwdin charge in e.
Geometry (Å):
N -0.38126 0.56369 0.55416  -1.379
S 0.91492 0.61985 1.36481  0.530
Cl -0.78276 1.64660 -0.71499  0.448
Cl -0.56569 -1.24543 -0.44424  0.407
H 0.81479 -1.58472 -0.75975  -0.006

Atoms 1-2, force components in eV/Å:
-1.9 1.9 2.3
1.9 0.8 0.6

Summary:
E: -37381.79668 eV
2S+1: 1
Highest occupied orbital energy: -8.48 eV
LUMO energy: -1.3254 eV
Frontier orbital gap: 7.16 eV
Energy relative to the best compared isomer or geometry (same formula, charge and spin): 77.5 kcal/mol

Below is Cl2N3O13Tl as an isolated structure, with properties calculated with wB97M-V/def2-TZVPD.

Last column: Löwdin charge in e.
Geometry (Å):
Tl 1.04988 2.67031 -3.76004  0.818
N -2.38681 0.20836 -2.99285  -0.634
O -2.73469 -0.88413 -2.48412  -0.019
O -1.32713 0.76340 -2.74159  -0.123
O -3.21209 0.75072 -3.77086  -0.081
N 2.48966 -2.12003 1.62258  -0.579
O 1.39395 -1.76298 2.05745  0.108
O 2.53389 -3.23472 1.04570  0.045
O 3.60811 -1.59229 1.82049  0.048
N 1.09902 1.29689 0.14758  -0.550
O 2.01168 0.80264 0.81404  0.152
O 1.16269 1.35383 -1.07754  -0.083
O 0.32054 1.97399 0.83036  0.147
Cl -1.89056 -0.66565 2.01159  0.629
O -1.55394 -0.30778 0.68080  -0.288
O -3.14474 -0.08229 2.38711  -0.353
O -2.09411 -2.10814 2.10866  -0.345
O -0.92055 -0.13724 2.93966  -0.311
Cl 3.59519 3.07513 -1.63903  -0.579

Atoms 1-2, force components in eV/Å:
0.4 -0.4 1.3
-2.9 -1.2 -0.4

Summary:
E: -60803.14612 eV
2S+1: 1
Highest occupied orbital energy: -3.12 eV
LUMO energy: -0.5290 eV
Frontier orbital gap: 2.59 eV
Total charge: -2

Below is a 3-piece molecular cluster, Cl2NO11 overall, with properties calculated with wB97M-V/def2-TZVPD.

Last column: Löwdin charge in e.
Geometry (Å):
N -26.30813 -5.75061 8.32820  -0.777
O -26.17073 -6.76878 7.80714  -0.052
O -25.42003 -4.93008 8.55892  -0.109
O -27.38172 -5.68273 8.80672  -0.068
Cl -28.10604 -2.72067 0.39137  0.637
O -28.15720 -3.33210 -0.92884  -0.434
O -29.00394 -1.56649 0.51141  -0.405
O -28.20446 -3.66349 1.49638  -0.361
O -26.73379 -2.25498 0.46775  -0.440
Cl -29.46658 -3.64848 5.64482  0.636
O -30.89065 -4.22786 5.56711  -0.463
O -28.70709 -4.51238 6.48809  -0.372
O -28.87967 -3.62769 4.37718  -0.369
O -29.31133 -2.26890 6.12692  -0.423

Atoms 1-2, force components in eV/Å:
-0.1 2.0 3.0
4.8 -7.7 -6.2

Summary:
E: -49036.08513 eV
2S+1: 1
Highest occupied orbital energy: 1.20 eV
LUMO energy: 7.6259 eV
Frontier orbital gap: 6.42 eV
Total charge: -3
Energy relative to the best compared isomer or geometry (same formula, charge and spin): 22.6 kcal/mol

Below is Cl2NO11Rb as an isolated structure, with properties calculated with wB97M-V/def2-TZVPD.

Last column: Löwdin charge in e.
Geometry (Å):
Rb -1.17982 0.18782 3.61855  0.959
Cl 1.95843 0.35501 -2.34669  0.581
O 3.08329 -0.23083 -3.13917  -0.454
O 2.44723 0.61618 -1.04627  -0.377
O 1.66785 1.57794 -3.02328  -0.393
O 0.84757 -0.48946 -2.26657  -0.337
Cl -0.63510 1.71197 0.48748  0.604
O -1.67569 1.09995 -0.24072  -0.327
O -1.34992 2.34900 1.62672  -0.554
O 0.32671 0.78490 1.03255  -0.409
O -0.08190 2.85809 -0.16719  -0.340
N -1.38366 -2.70833 1.33490  -0.617
O -1.05983 -2.72725 2.60747  -0.243
O -1.78837 -1.65238 0.82243  -0.055
O -1.17678 -3.73262 0.69978  -0.037

Atoms 1-2, force components in eV/Å:
0.1 -0.3 -1.3
3.7 0.5 -1.8

Summary:
E: -49696.24823 eV
2S+1: 1
Highest occupied orbital energy: -2.27 eV
LUMO energy: 3.1128 eV
Frontier orbital gap: 5.39 eV
Total charge: -2
Energy relative to the best compared isomer or geometry (same formula, charge and spin): 31.1 kcal/mol

Below is an isolated ion of composition Cl2NO2S and charge -1, with properties calculated with wB97M-V/def2-TZVPD.

Last column: Löwdin charge in e.
Geometry (Å):
N 2.21598 -0.37004 0.70759  -1.156
O -1.01961 1.33675 -0.08283  -0.511
O -2.30300 -0.67804 -0.05559  -0.518
S -1.24130 0.05908 -0.68891  0.589
Cl 3.01107 0.46204 -0.56414  0.221
Cl 0.86145 -1.10873 0.22704  0.374

Atoms 1-2, force components in eV/Å:
1.6 0.9 2.1
0.3 1.1 0.0

Summary:
E: -41463.67528 eV
2S+1: 1
Highest occupied orbital energy (alpha / beta): -2.93 / -2.93 eV
LUMO energy (alpha / beta): 3.5129 / 3.5131 eV
Frontier orbital gap (alpha / beta): 6.44 / 6.45 eV
Total charge: -1
Energy relative to the best compared isomer or geometry (same formula, charge and spin): 21.2 kcal/mol

Below is Cl2NO3S as an isolated structure, with properties calculated with wB97M-V/def2-TZVPD.

Last column: Löwdin spin population.
Geometry (Å):
N 0.27277 -0.84203 0.80136  0.792
O -0.99016 1.20788 -0.39221  0.036
O -0.27923 -0.70400 -1.73240  0.035
O 1.38219 0.89135 -0.93006  0.025
S 0.07203 0.31853 -0.77382  0.048
Cl -1.31803 -1.26368 1.17812  0.425
Cl 0.86044 0.39194 1.84903  0.639

Atoms 1-2, force components in eV/Å:
-0.4 0.3 -2.6
0.2 -0.1 0.3

Summary:
E: -43508.89020 eV
2S+1: 3
Highest occupied orbital energy (alpha / beta): -1.63 / -6.20 eV
LUMO energy (alpha / beta): 3.7351 / 1.0640 eV
Frontier orbital gap (alpha / beta): 5.36 / 7.27 eV
Total charge: -1
Expectation value of S²: 2.01